C4H10N3S | ωB97M-V/def2-TZVPD

Computed properties:
molecular weight	132.2	g/mol
E	-720.48032	a.u.
HOMO	-12.0	eV
gap between HOMO and LUMO	7.38	eV
energy relative to the best compared isomer or geometry (same formula, charge and spin)	94.17	kcal/mol
net charge	+1

Cartesian coordinates (Å):
C1 1.23903 -0.77836 0.02366
H1 2.25154 -2.58419 0.67152
C2 -2.93360 0.49352 0.32201
H2 -3.56279 0.36722 -0.45473
H3 3.99194 1.56748 -0.08961
H4 3.29678 0.76670 0.99831
H5 -3.17605 -0.05610 1.18340
H6 -0.95392 1.96784 -0.14492
C3 -1.26821 -1.18968 -0.20136
S1 1.05358 0.89072 -0.44182
H7 -1.89942 -2.01588 0.08341
C4 -1.64774 0.13178 -0.16291
H8 4.12985 -0.07784 -0.21984
N1 3.42169 0.73018 0.03790
N2 -0.69493 1.03373 -0.45668
N3 1.78656 -1.76090 0.35141
H9 -0.40993 -1.52335 -0.76060
H10 -3.07571 1.47526 0.58936